1.
Molecular formula: C8H6O3S
Method: DFT, ωB97M-V with the def2-TZVPD basis set

```
! RIJCOSX wB97M-V def2-TZVPD def2/J DEFGRID3
* xyz 0 1
S 1.527 -2.931 1.380
C 0.880 1.727 -0.904
H 1.504 -0.053 0.176
H -0.699 -2.749 0.238
C -0.493 -0.905 1.400
O 2.268 -1.966 2.158
H -0.029 3.064 -2.225
C -1.483 1.704 -1.228
C -1.693 0.632 -0.297
O -0.474 -0.282 2.430
C 0.724 0.543 -0.120
H -2.629 0.357 0.027
H 1.966 1.971 -1.193
C -0.238 2.229 -1.441
O 2.019 -3.297 0.076
C -0.251 -2.213 1.031
C -0.548 0.074 0.207
H -2.353 2.096 -1.714
*
```

Values from the calculation:
SMILES string = O=C(C=S(=O)=O)c1ccccc1
Orbital gap (alpha / beta) = 7.120 / 6.679 eV
Electronic energy = -25365.7487 eV
HOMO level (alpha / beta) = -9.57 / -9.48 eV

=====

2.
Molecular formula: C6H13N3
Method: DFT, ωB97M-V with the def2-TZVPD basis set

```
! RIJCOSX wB97M-V def2-TZVPD def2/J DEFGRID3
* xyz 2 1
H -0.538 -1.380 -0.333
N -0.344 0.587 0.131
H -2.491 -1.571 0.801
H -3.800 -0.367 1.254
H 2.019 -1.708 -0.377
H -3.517 0.826 -0.917
N 2.152 1.414 0.413
C -3.258 -0.812 0.405
H -3.909 -1.444 -0.099
H -1.907 1.610 0.975
H 4.101 -0.373 0.938
H -2.349 -0.510 -1.368
C -1.658 1.185 0.005
H 4.687 0.507 -0.452
C 1.658 -0.755 -0.084
C -2.811 0.164 -0.600
C 3.925 -0.178 -0.099
H 2.887 2.084 0.639
C 0.216 -0.544 -0.092
N 2.558 0.271 0.095
H 3.982 -1.096 -0.634
H -1.605 2.089 -0.600
*
```

Values from the calculation:
Orbital gap (alpha / beta) = 6.930 / 7.552 eV
Electronic energy = -10879.1453 eV
HOMO level (alpha / beta) = -18.91 / -19.25 eV

=====

3.
Molecular formula: C56H63N6O3P3SSr
Method: DFT, ωB97M-V with the def2-TZVPD basis set

```
! RIJCOSX wB97M-V def2-TZVPD def2/J DEFGRID3
* xyz 2 1
H 4.522 4.972 -0.771
C -3.529 1.426 -0.100
H -0.202 4.030 -1.454
C 1.496 6.095 -1.484
H 2.256 4.102 -4.139
C -5.761 0.231 -4.251
H -1.432 0.500 -1.953
H -3.043 3.189 -2.219
C 3.686 -4.665 -1.477
H 4.995 1.789 3.635
H 5.782 -2.915 3.455
H 5.218 1.881 1.876
O 3.368 2.025 0.481
C 4.223 -5.796 -0.868
H -4.660 3.388 4.420
H -3.740 0.747 0.727
H -5.069 -1.880 3.382
C 3.870 -7.067 -2.883
C -3.514 2.959 2.662
C -0.994 -5.150 -1.191
C 3.196 -5.603 2.471
H -0.110 -0.943 3.874
C 4.857 1.260 2.687
H 2.788 -1.141 5.180
H 2.945 4.329 0.954
C 3.310 3.008 -1.983
H -2.556 -0.713 -2.537
C 4.314 -6.994 -1.569
P 1.925 2.881 -0.735
H -0.580 2.249 5.088
C -2.806 4.090 -1.656
H 1.777 7.024 -1.977
P -1.980 2.340 0.366
H -0.087 -5.992 -2.949
H -2.790 2.923 5.975
C -1.406 2.440 4.410
H 4.095 6.287 -1.875
C -2.643 2.821 4.906
H 0.500 5.480 -3.214
H 3.719 -2.271 2.231
C -5.867 -2.520 1.492
N 3.512 4.376 -2.502
C 3.263 -0.261 4.764
H -4.333 2.151 -0.135
C 3.572 -3.359 -0.723
H 3.948 -7.999 -3.431
O 1.780 -1.545 0.120
C 2.634 0.132 3.464
H 3.778 -2.497 -1.361
C -5.626 -2.678 0.131
C 5.049 -3.668 3.186
H -8.021 0.521 -1.757
H 1.121 -4.812 1.160
S 1.857 -3.058 -0.227
H 0.568 6.232 -0.932
H -4.219 -2.450 -1.468
H -6.827 -2.811 1.909
C -4.401 -2.311 -0.406
C -7.002 0.280 -3.629
H -4.340 3.179 1.991
H -1.661 5.097 1.377
H -0.633 -1.751 -2.991
H 4.510 -7.004 3.428
H 0.117 -3.812 -4.099
C 4.343 -5.965 3.167
C 3.339 -5.938 -3.498
C 1.712 -3.919 1.380
C 5.275 -4.999 3.521
C -0.314 -3.863 -3.103
H 2.841 -3.863 -3.281
Sr 0.739 0.317 0.616
H 5.466 0.350 2.725
C -2.328 3.992 -0.346
P -1.800 -1.251 -0.276
C -0.430 -5.087 -2.461
C -2.316 -0.094 -1.683
C -2.030 5.159 0.357
C -2.688 6.499 -1.537
H -5.697 0.084 -5.324
H 6.178 -5.282 4.051
N 2.542 5.618 -0.646
C 2.959 -4.273 2.141
H 1.075 -3.215 1.927
H -5.968 0.743 -0.433
C -4.594 0.396 -3.516
C -2.278 2.565 2.148
C -3.658 -1.623 1.777
H -1.102 -6.108 -0.691
H -1.883 -4.052 0.422
H 4.235 2.674 -1.522
C -3.408 -1.776 0.413
H 1.241 4.718 0.737
H 4.210 -3.319 0.157
H 4.590 -5.735 0.151
N 1.202 5.085 -2.591
C -1.228 2.316 3.036
C -1.317 -2.754 -1.204
H -7.912 0.160 -4.207
H -3.636 0.394 -4.028
C 2.168 4.476 0.211
C -4.650 0.588 -2.133
H 4.744 -7.867 -1.091
C -4.884 -1.997 2.319
C -7.060 0.486 -2.259
C -2.210 6.406 -0.235
C -1.432 -3.991 -0.564
H 3.009 -5.988 -4.530
H 3.097 2.337 -2.818
C -2.990 5.338 -2.245
C 3.748 5.353 -1.433
H -2.851 7.472 -1.990
H -3.380 5.404 -3.255
H -0.247 2.048 2.662
C 2.487 4.836 -3.373
C 3.891 -3.305 2.511
C 3.248 -4.747 -2.797
C -5.896 0.630 -1.510
H 4.328 -0.443 4.641
H -6.396 -3.088 -0.515
N 2.749 1.314 1.431
H -2.890 -1.204 2.420
C -3.696 3.083 4.030
H 2.475 -6.365 2.183
H 2.760 5.782 -3.834
C 3.417 0.933 2.458
H 3.150 0.558 5.483
H -1.993 7.308 0.328
N 1.427 -0.153 3.154
H 0.476 3.116 -2.796
N -3.452 0.758 -1.389
C -0.752 -2.701 -2.478
O 0.806 -0.893 4.153
C 0.718 3.794 -1.974
*
```

Values from the calculation:
Orbital gap = 7.713 eV
Electronic energy = -113701.9465 eV
HOMO level = -11.71 eV

=====

We obtain ΔE to the lowest compared entry with this formula, charge and spin values of 88.19, 163.19, 7.86 kcal/mol for the records listed above, in that order.